[1]
{"formula": "C4H8O2", "method": "ωB97M-V with the def2-TZVPD basis set", "species": ["H", "H", "H", "O", "H", "H", "O", "H", "H", "C", "C", "C", "C", "H"], "positions_angstrom": [[-1.98174, -0.80150, -1.51141], [-1.29188, -1.67939, 0.78510], [0.63387, -1.59382, 0.03257], [-2.53594, 0.51295, -0.11543], [2.46748, 0.78022, -0.85620], [1.50433, 1.62500, 0.39922], [0.07817, -0.13680, 1.06599], [2.92924, 0.63539, 0.83122], [-2.12812, 1.05443, 0.59757], [-1.48171, -0.16847, -0.77388], [1.25048, -0.49851, 0.53130], [-0.65127, -1.01924, 0.17394], [2.06894, 0.71602, 0.16019], [-0.86183, 0.57371, -1.32017]], "max_force_ev_per_a": 1.20, "e_homo_ev": -8.0, "e_lumo_ev": 0.46, "total_charge": 0, "homo_lumo_gap_ev": 8.4, "total_energy_ev": -8367.204}



[2]
{"formula": "C4H8O2", "method": "ωB97M-V with the def2-TZVPD basis set", "species": ["C", "H", "C", "H", "H", "H", "H", "H", "H", "H", "C", "O", "C", "O"], "positions_angstrom": [[0.91651, -0.20492, -0.00034], [2.20358, 1.21595, 0.81744], [-0.24612, -0.77394, 0.92683], [-0.01082, -0.76719, 2.00026], [0.53483, 1.83854, 0.66163], [-2.53057, 0.79021, -0.68762], [-2.11835, -0.95062, -0.92056], [1.62680, 1.74332, -0.75550], [-0.82816, 0.23723, -1.10377], [-0.42648, -1.81558, 0.61416], [-1.76123, 0.02475, -0.55395], [1.51622, -0.92312, -0.77059], [1.31558, 1.25201, 0.17547], [-1.42174, -0.01533, 0.80895]], "max_force_ev_per_a": 0.93, "e_homo_ev": -9.5, "e_lumo_ev": 0.91, "total_charge": 0, "homo_lumo_gap_ev": 10.4, "total_energy_ev": -8371.643, "smiles": "COCC(C)=O"}



[3]
{"formula": "C4H8O2", "method": "ωB97M-V with the def2-TZVPD basis set", "species": ["H", "C", "H", "C", "H", "C", "H", "H", "O", "H", "H", "C", "O", "H"], "positions_angstrom": [[-1.97205, 2.13652, -0.48125], [0.81286, -1.10957, -0.51872], [0.56497, -1.12649, -1.58532], [0.92068, 0.11452, 1.07905], [1.26358, -2.05937, -0.20646], [-0.27697, -0.51022, 0.36949], [-0.06963, 1.11413, -0.96893], [1.36529, -0.52273, 1.85593], [-1.77237, 1.43329, 0.15148], [-1.41913, 0.01491, -1.36009], [0.78715, 1.14396, 1.41772], [-0.91664, 0.54107, -0.53177], [1.70424, -0.02357, -0.12703], [-0.99197, -1.14643, 0.90591]], "max_force_ev_per_a": 0.68, "e_homo_ev": -9.8, "e_lumo_ev": 0.89, "total_charge": 0, "homo_lumo_gap_ev": 10.6, "total_energy_ev": -8370.898}